DFT (the ωB97M-V functional and the def2-TZVPD basis) results for C22H26N2O2SSe3Si2TeZr as an isolated structure.

Output
Kohn-Sham gap   5.04 eV
LUMO level   3.99 eV
Total charge   -2

Atoms and positions in Å:
Zr (-1.435, 0.447, -0.017)
Se (0.027, -1.359, -1.264)
Se (0.170, -2.942, -2.893)
Te (-1.747, -4.667, 0.467)
Se (-1.581, -2.186, 0.203)
C (-2.978, 3.588, 1.841)
Si (-1.312, 2.686, 1.486)
C (-0.086, 4.157, 1.211)
C (-0.766, 2.029, 3.225)
C (-1.115, 2.717, 4.390)
C (-0.765, 2.252, 5.652)
C (-0.051, 1.067, 5.770)
C (0.312, 0.373, 4.622)
C (-0.029, 0.834, 3.347)
Si (0.516, -0.098, 1.763)
C (2.173, 0.775, 1.318)
C (1.092, -1.840, 2.331)
H (-2.826, 4.556, 2.328)
H (-3.619, 2.979, 2.485)
H (-3.524, 3.771, 0.910)
H (-0.612, 5.107, 1.070)
H (0.538, 3.994, 0.328)
H (0.580, 4.265, 2.071)
H (-1.677, 3.644, 4.312)
H (-1.046, 2.809, 6.540)
H (0.224, 0.687, 6.749)
H (0.870, -0.553, 4.717)
H (2.826, 0.835, 2.197)
H (1.984, 1.791, 0.963)
H (2.700, 0.239, 0.526)
H (2.004, -1.808, 2.935)
H (1.287, -2.464, 1.455)
H (0.306, -2.348, 2.897)
O (-2.522, 1.986, -1.448)
C (-2.374, 0.923, -2.099)
O (-2.754, -0.176, -1.566)
C (-1.552, 0.899, -3.338)
C (-2.031, 0.465, -4.563)
C (-1.203, 0.471, -5.674)
C (0.113, 0.894, -5.540)
C (0.608, 1.292, -4.312)
C (-0.209, 1.290, -3.176)
S (0.461, 1.648, -1.598)
H (-3.054, 0.116, -4.638)
H (-1.571, 0.120, -6.631)
H (0.775, 0.890, -6.400)
H (1.645, 1.577, -4.188)
N (-5.249, -3.397, 1.416)
C (-4.674, -2.163, 1.562)
C (-5.004, -1.087, 0.731)
C (-4.280, 0.076, 0.840)
N (-3.277, 0.254, 1.715)
C (-3.068, -0.729, 2.609)
C (-3.746, -1.923, 2.588)
H (-5.593, -3.580, 0.487)
H (-4.629, -4.142, 1.713)
H (-5.749, -1.195, -0.046)
H (-4.496, 0.927, 0.204)
H (-2.288, -0.533, 3.336)
H (-3.499, -2.714, 3.284)

Cartesian forces (eV/Å) of the 2 atoms listed first:
Zr -0.175 1.258 0.964
Se 1.845 -1.466 0.153

These are the Löwdin partial charges, in e, on atoms 1 to 4:
1. Zr 0.85
2. Se -0.11
3. Se -0.18
4. Te 0.01

---

DFT (the ωB97M-V functional and the def2-TZVPD basis) results for one molecule with the formula C22H26N2O4S.

Output
Kohn-Sham gap   8.38 eV
SMILES   COc1ccc(CN(C[C@@H]2CCCO2)C(=O)c2cc3sccc3n2C)c(OC)c1
LUMO level   0.73 eV

Atoms and positions in Å:
C (-4.077, -4.513, -0.079)
O (-2.695, -4.337, 0.118)
C (-2.142, -3.133, -0.203)
C (-2.836, -2.044, -0.710)
C (-2.143, -0.877, -0.994)
C (-0.783, -0.762, -0.783)
C (-0.048, 0.520, -1.083)
N (0.088, 1.342, 0.108)
C (-1.136, 1.914, 0.627)
C (-1.635, 3.095, -0.227)
C (-2.677, 3.943, 0.516)
C (-3.994, 3.337, 0.037)
C (-3.646, 2.989, -1.407)
O (-2.277, 2.624, -1.410)
C (1.220, 1.516, 0.827)
O (1.211, 2.100, 1.907)
C (2.488, 0.998, 0.270)
C (3.050, 1.196, -0.981)
C (4.304, 0.576, -0.941)
S (5.679, 0.262, -1.942)
C (6.437, -0.603, -0.638)
C (5.700, -0.655, 0.501)
C (4.471, 0.023, 0.335)
N (3.368, 0.313, 1.070)
C (3.142, -0.082, 2.432)
C (-0.083, -1.870, -0.277)
O (1.259, -1.710, -0.109)
C (2.039, -2.840, 0.200)
C (-0.765, -3.041, 0.005)
H (-4.351, -4.394, -1.132)
H (-4.291, -5.533, 0.235)
H (-4.662, -3.817, 0.531)
H (-3.897, -2.088, -0.893)
H (-2.674, -0.032, -1.406)
H (0.942, 0.277, -1.460)
H (-0.604, 1.098, -1.826)
H (-1.908, 1.141, 0.673)
H (-0.909, 2.270, 1.634)
H (-0.763, 3.692, -0.525)
H (-2.607, 4.984, 0.198)
H (-2.551, 3.897, 1.594)
H (-4.225, 2.433, 0.603)
H (-4.833, 4.025, 0.107)
H (-3.790, 3.861, -2.060)
H (-4.226, 2.154, -1.807)
H (2.626, 1.749, -1.795)
H (7.407, -1.025, -0.808)
H (6.023, -1.151, 1.399)
H (2.546, -0.997, 2.480)
H (4.102, -0.255, 2.917)
H (2.609, 0.712, 2.953)
H (1.812, -3.230, 1.198)
H (1.898, -3.636, -0.538)
H (3.074, -2.501, 0.169)
H (-0.267, -3.915, 0.391)

Cartesian forces (eV/Å) of the 2 atoms listed first:
C -0.228 -0.016 -0.036
O 0.348 0.135 0.017

These are the Löwdin partial charges, in e, on atoms 1 to 4:
1. C -0.09
2. O -0.08
3. C -0.27
4. C -0.02

---

DFT (the ωB97M-V functional and the def2-TZVPD basis) results for one molecule with the formula C22H26N2O5.

Output
Kohn-Sham gap   8.58 eV
SMILES   CC[C@H]1Oc2ccc(C)cc2N(CC(=O)NCc2cc(OC)ccc2OC)C1=O
LUMO level   0.69 eV

Atoms and positions in Å:
C (-0.605, -1.782, -2.121)
C (0.878, -1.438, -2.110)
C (1.663, -2.237, -1.049)
O (3.059, -2.079, -1.225)
C (3.534, -0.857, -0.839)
C (4.667, -0.341, -1.448)
C (5.153, 0.898, -1.071)
C (4.506, 1.653, -0.100)
C (5.028, 3.000, 0.296)
C (3.381, 1.126, 0.520)
C (2.906, -0.133, 0.179)
N (1.824, -0.730, 0.848)
C (1.378, -0.212, 2.121)
C (0.386, 0.956, 2.024)
O (0.193, 1.697, 2.963)
N (-0.236, 1.060, 0.836)
C (-1.419, 1.865, 0.627)
C (-2.586, 1.005, 0.212)
C (-2.698, -0.295, 0.683)
C (-3.743, -1.118, 0.277)
O (-3.915, -2.406, 0.673)
C (-2.993, -2.957, 1.590)
C (-4.688, -0.607, -0.608)
C (-4.595, 0.691, -1.070)
C (-3.546, 1.512, -0.671)
O (-3.367, 2.806, -1.086)
C (-4.321, 3.365, -1.955)
C (1.198, -1.822, 0.338)
O (0.288, -2.385, 0.919)
H (-1.063, -1.609, -1.150)
H (-0.750, -2.828, -2.378)
H (-1.126, -1.171, -2.854)
H (1.320, -1.667, -3.083)
H (1.022, -0.368, -1.929)
H (1.467, -3.306, -1.176)
H (5.153, -0.925, -2.212)
H (6.038, 1.289, -1.549)
H (4.244, 3.604, 0.746)
H (5.432, 3.526, -0.565)
H (5.830, 2.888, 1.026)
H (2.873, 1.707, 1.273)
H (2.230, 0.084, 2.736)
H (0.849, -1.026, 2.632)
H (-0.065, 0.359, 0.131)
H (-1.233, 2.618, -0.144)
H (-1.626, 2.380, 1.571)
H (-1.956, -0.660, 1.376)
H (-3.021, -2.426, 2.547)
H (-1.972, -2.950, 1.200)
H (-3.314, -3.986, 1.741)
H (-5.498, -1.244, -0.925)
H (-5.349, 1.053, -1.750)
H (-5.316, 3.384, -1.501)
H (-4.365, 2.826, -2.907)
H (-3.989, 4.386, -2.135)

Cartesian forces (eV/Å) of the 2 atoms listed first:
C 0.136 0.104 0.012
C 0.057 -0.194 0.174

These are the Löwdin partial charges, in e, on atoms 1 to 4:
1. C -0.07
2. C -0.16
3. C -0.22
4. O 0.02

---

DFT (the ωB97M-V functional and the def2-TZVPD basis) results for C22H26N2ReTe as an isolated structure.

Output
Kohn-Sham gap (spin up / spin down)   7.13 / 6.82 eV
<S²>   0.760
LUMO level (spin up / spin down)   -7.23 / -7.54 eV
2S+1   2
Total charge   +2

Atoms and positions in Å:
Re (-0.682, 0.112, 0.733)
C (0.436, -0.035, 4.970)
C (0.480, 1.305, 5.325)
C (0.174, 2.269, 4.376)
C (-0.158, 1.872, 3.095)
N (-0.189, 0.565, 2.749)
C (0.094, -0.364, 3.674)
C (-0.504, 2.795, 1.996)
C (-0.495, 4.172, 2.105)
C (-0.804, 4.947, 0.997)
C (-1.111, 4.324, -0.203)
C (-1.114, 2.947, -0.249)
N (-0.824, 2.187, 0.824)
H (0.660, -0.815, 5.682)
H (0.745, 1.599, 6.331)
H (0.195, 3.316, 4.639)
H (0.042, -1.393, 3.347)
H (-0.244, 4.644, 3.043)
H (-0.800, 6.026, 1.072)
H (-1.350, 4.891, -1.091)
H (-1.347, 2.414, -1.160)
C (1.896, 0.803, -1.794)
C (1.834, -0.573, -1.119)
C (3.188, -0.850, -0.436)
C (0.745, -0.572, -0.085)
C (1.441, -1.675, -2.089)
C (0.794, -1.378, -3.288)
C (0.394, -2.397, -4.148)
C (0.629, -3.722, -3.821)
C (1.269, -4.029, -2.628)
C (1.663, -3.016, -1.767)
H (2.204, 1.552, -1.063)
H (0.934, 1.105, -2.210)
H (2.629, 0.792, -2.600)
H (3.451, -0.019, 0.219)
H (3.960, -0.947, -1.198)
H (3.182, -1.760, 0.159)
H (0.511, -1.531, 0.534)
H (0.632, -0.351, -3.585)
H (-0.085, -2.149, -5.086)
H (0.329, -4.511, -4.498)
H (1.471, -5.060, -2.371)
H (2.168, -3.281, -0.848)
C (-4.168, -0.452, -0.538)
Te (-2.224, -0.592, -1.416)
C (-2.149, -2.714, -1.336)
H (-4.201, -1.013, 0.392)
H (-4.873, -0.868, -1.253)
H (-4.402, 0.595, -0.365)
H (-2.943, -3.077, -1.984)
H (-2.303, -3.056, -0.317)
H (-1.180, -3.028, -1.717)

Cartesian forces (eV/Å) of the 2 atoms listed first:
Re -0.104 -0.149 0.160
C 0.009 0.076 0.037

These are the Löwdin partial charges, in e, on atoms 1 to 4:
1. Re 1.08
2. C 0.00
3. C 0.01
4. C 0.04

---

DFT (the ωB97M-V functional and the def2-TZVPD basis) results for one molecule with the formula C22H26N4O3.

Output
Kohn-Sham gap   8.47 eV
SMILES   Cc1ccc2c(c1)N(C(=O)CCC(=O)N1CCN(c3ccccn3)CC1)CCO2
LUMO level   0.69 eV

Atoms and positions in Å:
C (-4.246, -2.640, 2.600)
C (-4.624, -1.494, 1.711)
C (-5.948, -1.269, 1.353)
C (-6.289, -0.204, 0.546)
C (-5.311, 0.650, 0.048)
C (-3.967, 0.409, 0.363)
C (-3.650, -0.639, 1.221)
N (-2.999, 1.314, -0.118)
C (-1.776, 1.035, -0.647)
O (-1.047, 1.934, -1.031)
C (-1.359, -0.420, -0.760)
C (-0.487, -0.633, -2.010)
C (0.690, -1.550, -1.727)
O (0.722, -2.691, -2.152)
N (1.679, -1.056, -0.945)
C (1.854, 0.312, -0.503)
C (3.089, 0.917, -1.186)
N (4.261, 0.105, -0.932)
C (5.079, 0.434, 0.115)
C (6.178, -0.352, 0.507)
C (6.988, 0.099, 1.525)
C (6.710, 1.314, 2.142)
C (5.613, 2.018, 1.686)
N (4.821, 1.601, 0.716)
C (4.069, -1.250, -1.393)
C (2.850, -1.872, -0.697)
C (-3.540, 2.650, -0.296)
C (-4.727, 2.534, -1.247)
O (-5.734, 1.703, -0.708)
H (-3.412, -2.372, 3.244)
H (-3.942, -3.496, 1.996)
H (-5.087, -2.945, 3.218)
H (-6.722, -1.924, 1.723)
H (-7.316, -0.005, 0.284)
H (-2.626, -0.775, 1.528)
H (-2.231, -1.072, -0.789)
H (-0.780, -0.668, 0.133)
H (-0.135, 0.331, -2.381)
H (-1.076, -1.107, -2.796)
H (0.981, 0.924, -0.714)
H (2.026, 0.307, 0.581)
H (3.274, 1.918, -0.802)
H (2.928, 0.955, -2.268)
H (6.405, -1.287, 0.021)
H (7.838, -0.491, 1.838)
H (7.325, 1.692, 2.943)
H (5.337, 2.972, 2.118)
H (4.952, -1.859, -1.213)
H (3.885, -1.220, -2.472)
H (2.650, -2.873, -1.084)
H (3.031, -1.922, 0.383)
H (-2.760, 3.286, -0.716)
H (-3.866, 3.045, 0.671)
H (-5.198, 3.504, -1.422)
H (-4.384, 2.124, -2.207)

Cartesian forces (eV/Å) of the 2 atoms listed first:
C 0.021 -0.051 -0.092
C 0.065 0.047 -0.017

These are the Löwdin partial charges, in e, on atoms 1 to 4:
1. C -0.05
2. C -0.28
3. C -0.04
4. C 0.01

---

DFT (the ωB97M-V functional and the def2-TZVPD basis) results for one molecule with the formula C22H26N4O5S.

Output
Kohn-Sham gap   9.10 eV
SMILES   Cc1ccc(CCNC(=O)CCNS(=O)(=O)c2ccc3c(c2)c(=O)n(C)c(=O)n3C)cc1
LUMO level   0.20 eV

Atoms and positions in Å:
C (2.502, 0.897, 4.596)
C (1.618, 1.645, 3.650)
C (2.052, 2.793, 3.000)
C (1.236, 3.442, 2.085)
C (-0.031, 2.957, 1.795)
C (-0.887, 3.603, 0.740)
C (-0.920, 2.739, -0.523)
N (0.432, 2.439, -0.956)
C (0.731, 1.375, -1.717)
O (-0.117, 0.690, -2.260)
C (2.223, 1.111, -1.909)
C (3.075, 1.307, -0.650)
N (2.422, 0.722, 0.504)
S (2.554, -0.933, 0.684)
O (2.433, -1.199, 2.088)
O (3.719, -1.417, -0.006)
C (1.099, -1.495, -0.171)
C (1.221, -2.313, -1.283)
C (0.106, -2.658, -2.015)
C (-1.154, -2.165, -1.651)
C (-1.262, -1.354, -0.510)
C (-0.127, -1.026, 0.228)
C (-2.553, -0.779, -0.131)
O (-2.713, -0.027, 0.810)
N (-3.607, -1.146, -0.943)
C (-4.929, -0.621, -0.647)
C (-3.526, -1.954, -2.060)
O (-4.512, -2.213, -2.714)
N (-2.280, -2.453, -2.381)
C (-2.194, -3.260, -3.582)
C (-0.474, 1.817, 2.458)
C (0.339, 1.174, 3.369)
H (2.772, -0.056, 4.139)
H (3.409, 1.455, 4.818)
H (1.980, 0.686, 5.527)
H (3.036, 3.190, 3.212)
H (1.594, 4.342, 1.600)
H (-0.496, 4.593, 0.494)
H (-1.910, 3.717, 1.102)
H (-1.440, 1.798, -0.328)
H (-1.453, 3.260, -1.327)
H (1.167, 2.903, -0.449)
H (2.317, 0.083, -2.261)
H (2.591, 1.769, -2.700)
H (3.247, 2.368, -0.454)
H (4.049, 0.826, -0.811)
H (2.588, 1.190, 1.383)
H (2.205, -2.656, -1.562)
H (0.220, -3.285, -2.882)
H (-0.214, -0.385, 1.091)
H (-4.862, -0.060, 0.281)
H (-5.260, 0.028, -1.459)
H (-5.635, -1.444, -0.549)
H (-1.828, -4.260, -3.345)
H (-1.538, -2.786, -4.311)
H (-3.198, -3.334, -3.995)
H (-1.461, 1.432, 2.246)
H (-0.013, 0.285, 3.870)

Cartesian forces (eV/Å) of the 2 atoms listed first:
C 0.030 -0.111 -0.004
C 0.081 0.100 0.003

These are the Löwdin partial charges, in e, on atoms 1 to 4:
1. C -0.04
2. C -0.30
3. C -0.07
4. C -0.06

---

Energy relative to the best compared isomer or geometry (same formula, charge and spin) values (in kcal/mol) by entry order: 77.6, 63.2, 42.2, 0.0, 44.3, 0.0.
Maximum force values (in eV/Å) by entry order: 2.36, 1.01, 0.63, 0.60, 0.54, 1.07.